1.
Entry from the Open Molecules 2025 dataset: 2 unconnected molecules or ions with the total composition H4OP2 (the ωB97M-V functional and the def2-TZVPD basis).

Geometry (Å):
O 0.24496 1.97878 0.29655
P -1.55664 -0.42028 -0.02767
P 0.31929 0.64783 -0.30639
H -1.33941 -0.53732 1.34937
H -1.04298 -1.67374 -0.32477
H 0.53498 0.76615 -1.71168
H 2.83980 -0.76143 0.72459

Summary:
frontier orbital gap (alpha / beta)	0.327 / 0.296	Eh
F_max	1.79	eV Å⁻¹
energy relative to the best compared isomer or geometry (same formula, charge and spin)	3.1434	eV


2.
Entry from the Open Molecules 2025 dataset: 2 unconnected molecules or ions with the total composition H4OS (the ωB97M-V functional and the def2-TZVPD basis).

Geometry (Å):
O -0.49108 -4.20606 1.12745
H -0.70694 -3.34634 0.70021
H 0.29955 -4.01606 1.68159
S 0.19878 4.36602 -0.82765
H -0.37522 3.14973 -0.88139
H 1.07492 4.05270 -1.80022

Summary:
frontier orbital gap	0.393	Eh
SMILES string	O.S
F_max	1.24	eV Å⁻¹
energy relative to the best compared isomer or geometry (same formula, charge and spin)	0.1279	eV


3.
Entry from the Open Molecules 2025 dataset: 2 unconnected molecules or ions with the total composition H4OSSi (the ωB97M-V functional and the def2-TZVPD basis).

Geometry (Å):
O -1.08391 -0.80165 -0.42069
Si -0.15714 0.50563 -0.43757
S 1.94781 -0.02665 -0.10629
H -1.05774 -1.52438 0.21472
H -0.02607 0.97619 -1.78836
H -0.39134 1.29533 0.75836
H 1.43425 -0.11863 1.71745

Summary:
frontier orbital gap (alpha / beta)	0.327 / 0.327	Eh
F_max	4.40	eV Å⁻¹
energy relative to the best compared isomer or geometry (same formula, charge and spin)	1.7914	eV


4.
Entry from the Open Molecules 2025 dataset: H4P2S in the gas phase (the ωB97M-V functional and the def2-TZVPD basis).

Geometry (Å):
P 0.99307 0.30437 -0.06098
P -1.01889 1.18042 0.35759
S -2.08963 -0.47578 -0.03432
H 1.86208 1.30866 -0.64509
H 0.61569 -0.57130 -1.14341
H 2.17903 -0.56833 0.49686
H -2.54135 -1.17804 1.02936

Summary:
frontier orbital gap	0.279	Eh
SMILES string	[PH3]=PS
F_max	2.18	eV Å⁻¹
energy relative to the best compared isomer or geometry (same formula, charge and spin)	1.2710	eV


5.
Entry from the Open Molecules 2025 dataset: 2 unconnected molecules or ions with the total composition H4S2 (the ωB97M-V functional and the def2-TZVPD basis).

Geometry (Å):
S -1.43506 -0.79815 0.67172
H -0.46898 -0.15577 1.34350
H -0.59268 -1.73172 0.20606
S 0.59908 1.42784 -0.54074
H 0.15332 0.16333 -0.52641
H 1.74432 1.09446 -1.15413

Summary:
frontier orbital gap	0.385	Eh
SMILES string	S.S
F_max	0.96	eV Å⁻¹
energy relative to the best compared isomer or geometry (same formula, charge and spin)	0.3296	eV


6.
Entry from the Open Molecules 2025 dataset: 2 unconnected molecules or ions with the total composition H4S2 (the ωB97M-V functional and the def2-TZVPD basis).

Geometry (Å):
S 0.24905 -0.03886 2.06607
H 0.78032 0.80568 1.18001
H -0.97621 0.35773 1.72047
S -0.14991 -0.80677 -2.06335
H 0.98917 -0.22677 -1.69214
H -0.89243 -0.09102 -1.21107

Summary:
frontier orbital gap	0.379	Eh
SMILES string	S.S
F_max	0.31	eV Å⁻¹
energy relative to the best compared isomer or geometry (same formula, charge and spin)	0.0613	eV


7.
Entry from the Open Molecules 2025 dataset: 2 unconnected molecules or ions with the total composition H4S4 (the ωB97M-V functional and the def2-TZVPD basis).

Geometry (Å):
S -1.60213 1.17374 -0.53637
S -0.91521 3.08648 0.08343
H -0.52428 0.23814 -0.55097
H -1.04674 2.77001 1.45052
S 1.88128 -0.76185 -0.37371
S 0.48405 -2.28135 0.29115
H 2.35838 -1.64115 -1.45799
H -0.63536 -2.58402 1.09395

Summary:
frontier orbital gap	0.268	Eh
SMILES string	SS.SS
F_max	3.40	eV Å⁻¹
energy relative to the best compared isomer or geometry (same formula, charge and spin)	2.4953	eV


8.
Entry from the Open Molecules 2025 dataset: 2 unconnected molecules or ions with the total composition H4S4 (the ωB97M-V functional and the def2-TZVPD basis).

Geometry (Å):
S 4.15923 3.96231 1.72906
S 3.25488 4.08152 3.48868
H 4.26334 2.62105 1.61645
H 2.05818 3.80670 2.92752
S -2.31069 -3.57759 -2.73429
S -4.23931 -4.33775 -2.91945
H -2.24916 -3.35425 -1.40431
H -4.93645 -3.20201 -2.70366

Summary:
frontier orbital gap	0.356	Eh
SMILES string	SS.SS
F_max	1.91	eV Å⁻¹
energy relative to the best compared isomer or geometry (same formula, charge and spin)	0.2110	eV


9.
Entry from the Open Molecules 2025 dataset: 2 unconnected molecules or ions with the total composition H4S4 (the ωB97M-V functional and the def2-TZVPD basis).

Geometry (Å):
S 1.85581 0.27364 0.29876
S 2.07911 -1.79622 0.68373
H 0.57351 0.13985 -0.02133
H 1.99680 -1.69364 2.02354
S -1.88394 -0.16237 -1.01669
S -2.00159 1.66930 -0.02456
H -1.62410 0.28321 -2.22783
H -2.03312 2.30828 1.17970

Summary:
frontier orbital gap	0.275	Eh
SMILES string	SS.SS
F_max	4.35	eV Å⁻¹
energy relative to the best compared isomer or geometry (same formula, charge and spin)	2.0791	eV


10.
Entry from the Open Molecules 2025 dataset: 27 unconnected molecules or ions with the total composition H54O27 (the ωB97M-V functional and the def2-TZVPD basis).

Geometry (Å):
O 0.34027 -0.80403 -2.14810
H -0.24500 -0.83112 -2.90505
H 0.86414 -1.60181 -2.22113
O -0.49600 2.22607 3.55575
H -0.55171 2.20208 2.60048
H -1.21444 1.66730 3.85216
O 5.85265 -0.65981 -1.75163
H 5.45554 -1.07971 -0.98860
H 6.74309 -0.44706 -1.47218
O 0.62201 -1.39968 -5.22581
H 0.59396 -1.14605 -6.14837
H 1.28933 -0.83155 -4.84091
O 1.37829 -3.07360 2.06808
H 1.05624 -2.18597 2.22499
H 1.12531 -3.26453 1.16487
O 4.46653 -1.46154 2.80867
H 3.56717 -1.15429 2.92264
H 4.92893 -1.14330 3.58400
O -3.20967 2.00381 -3.56655
H -3.52835 2.61099 -4.23439
H -2.34755 2.34289 -3.32568
O -1.17078 -3.54561 3.08703
H -0.28158 -3.89677 3.13435
H -1.05091 -2.60933 2.92816
O 0.79426 3.68022 -0.65418
H 0.66414 3.16540 -1.45059
H 0.17919 3.30606 -0.02337
O -2.59033 -1.27058 -1.00395
H -2.80845 -1.26266 -1.93593
H -3.33308 -1.70761 -0.58734
O 2.24665 0.40111 -3.95326
H 2.00295 1.28482 -4.22875
H 1.61336 0.17933 -3.27063
O 4.84822 1.72043 0.20831
H 5.21457 2.60389 0.16929
H 5.18857 1.28476 -0.57309
O 2.41475 2.24486 4.33051
H 2.39176 3.12548 3.95604
H 2.42053 1.66147 3.57166
O -0.85789 3.35475 -3.08955
H -0.07046 3.45047 -3.62529
H -1.00734 4.22693 -2.72458
O 2.64380 -2.61556 -1.25504
H 2.95558 -2.81590 -2.13759
H 3.42701 -2.33468 -0.78183
O -0.66317 -0.85016 2.74450
H -0.42919 -0.63904 1.84067
H -1.42899 -0.30587 2.92754
O -4.12793 2.54228 1.02156
H -4.54494 1.91964 0.42602
H -4.78181 3.23018 1.14593
O 5.16259 -2.23613 0.19513
H 5.00158 -1.78128 1.02182
H 5.18036 -3.16364 0.43104
O -2.68839 0.85363 3.21376
H -3.22328 0.79592 4.00547
H -3.24626 1.30392 2.57953
O -2.06839 -2.35274 -3.51932
H -2.46258 -1.85890 -4.23832
H -1.32132 -2.80017 -3.91673
O -1.28421 2.44027 0.91172
H -1.16639 1.56850 0.53441
H -2.23329 2.55750 0.95333
O 2.46909 -0.37003 5.37035
H 2.04041 0.23382 4.76385
H 3.25540 0.09494 5.65627
O -5.77380 -0.78732 -0.72771
H -6.25076 0.04163 -0.76730
H -5.32066 -0.84389 -1.56895
O 2.46605 0.64657 1.98958
H 1.62864 0.69388 1.52835
H 3.11878 0.86742 1.32520
O -0.14110 -0.04013 0.34445
H 0.68968 -0.30051 -0.05334
H -0.80519 -0.30341 -0.29266
O -4.89190 -2.31503 1.58608
H -5.08460 -1.54957 1.04462
H -5.65704 -2.88082 1.48277
O -4.63022 -0.37724 -3.22073
H -5.38796 0.09608 -3.56429
H -3.92442 0.26933 -3.21800

Summary:
frontier orbital gap	0.307	Eh
F_max	1.30	eV Å⁻¹
energy relative to the best compared isomer or geometry (same formula, charge and spin)	3.1847	eV